Record 1
Entry from the OMol25 dataset: 3 unconnected molecules or ions with the total composition C2H8O3 in a non-equilibrium geometry (wB97M-V/def2-TZVPD).

Cartesian coordinates (Å):
C: 1.36432 -2.27749 -1.28118
C: 1.10820 -1.44221 -0.21291
O: 0.66775 -0.19374 -0.46811
H: 1.24908 -3.28209 -1.10644
H: 1.07777 -1.92934 -2.33883
H: 1.42644 -1.72543 0.84288
H: 0.70590 0.33395 0.40325
O: 0.20274 1.91383 1.46308
H: -0.54952 2.41191 1.64504
H: 0.82851 2.65567 1.18357
O: -2.99556 1.42633 -0.00846
H: -2.17769 1.46744 0.51213
H: -2.90794 0.64118 -0.63402

**Net charge**: 0
**Kohn-Sham gap**: 8.8 eV
**Strongest force on any atom**: 4.12 eV/Å
**Energy**: -8344.5658 eV
**SMILES**: C=CO.O.O

---

Record 2
Entry from the OMol25 dataset: 3 unconnected molecules or ions with the total composition C2H8O4 in a non-equilibrium geometry (wB97M-V/def2-TZVPD).

Cartesian coordinates (Å):
C: -0.01086 2.27380 0.73476
C: 0.34398 0.96856 0.21570
O: 1.26206 0.70600 -0.55336
O: -0.42114 -0.09962 0.60154
H: 0.03706 2.13219 1.83262
H: 0.70059 3.07979 0.62974
H: -1.02131 2.66199 0.60326
H: 0.03971 -1.08578 0.29892
O: 1.05717 -1.90912 -0.10349
H: 1.18798 -1.54551 -0.98846
H: 1.74874 -1.58020 0.49850
O: -1.97078 -1.91616 -0.99367
H: -1.14021 -1.44706 -0.88289
H: -1.81298 -2.23887 -1.89316

**Net charge**: 0
**Kohn-Sham gap**: 10.6 eV
**Strongest force on any atom**: 4.52 eV/Å
**Energy**: -10393.3270 eV
**SMILES**: CC(=O)O.O.O

---

Record 3
Entry from the OMol25 dataset: 3 unconnected molecules or ions with the total composition C2H8O4 in a non-equilibrium geometry (wB97M-V/def2-TZVPD).

Cartesian coordinates (Å):
H: 0.21293 -0.88224 0.53339
O: 1.13218 -1.72507 0.07429
O: -0.42910 0.05209 0.79998
H: 1.01985 -1.59172 -0.87740
H: 2.02701 -1.41231 0.29932
C: 0.19213 1.04091 0.29415
O: 1.11554 0.92657 -0.53519
C: -0.24562 2.36996 0.79787
H: -0.58339 2.46854 1.82696
H: 0.41922 3.18691 0.52987
H: -1.17837 2.57893 0.25164
O: -1.60977 -1.80100 -1.14461
H: -1.55208 -0.85934 -0.93466
H: -1.52215 -1.73563 -2.10454

**Net charge**: +1
**Kohn-Sham gap (spin up / spin down)**: 11.3 / 5.9 eV
**Multiplicity**: 2
**Strongest force on any atom**: 3.28 eV/Å
**Energy**: -10383.9825 eV

---

Record 4
Entry from the OMol25 dataset: 2 unconnected molecules or ions with the total composition C2H8O5Si in a non-equilibrium geometry (wB97M-V/def2-TZVPD).

Cartesian coordinates (Å):
C: 0.79446 0.51369 -0.85253
C: -0.56700 -0.83443 0.21440
O: -0.07553 1.02654 -1.69170
O: 1.71488 -0.32484 -1.52767
O: 1.40998 1.41648 0.06043
O: -1.45247 -0.95083 -0.84837
O: 0.25331 -1.92140 0.21444
Si: -1.00741 0.19990 1.84187
H: 0.20124 1.53711 -2.37808
H: 2.14786 -0.81125 -0.80041
H: 1.75231 1.01233 0.81527
H: -2.19823 -0.33490 -0.82637
H: 0.69340 -2.08745 -0.66495
H: -2.51623 0.17773 1.93516
H: -0.28345 -0.33844 2.86788
H: -0.86713 1.71977 1.64062

**Net charge**: 0
**Kohn-Sham gap**: 8.0 eV
**Strongest force on any atom**: 4.70 eV/Å
**Energy**: -20315.0389 eV

---

Record 5
Entry from the OMol25 dataset: 2 unconnected molecules or ions with the total composition C2H8OS (wB97M-V/def2-TZVPD).

Cartesian coordinates (Å):
C: -0.73457 -0.80057 -0.23721
C: -0.23673 -2.22589 -0.16420
O: 0.62847 -2.52503 -1.26340
H: 0.07522 -0.21382 -0.64445
H: -1.04571 -0.40649 0.72540
H: -1.59313 -0.72529 -0.91266
H: 0.32492 -2.51084 0.73460
H: -1.06189 -2.93307 -0.16426
H: 0.05737 -2.77214 -1.99725
S: 1.31550 4.41402 1.39652
H: 0.23051 5.16996 1.30979
H: 2.04005 5.52916 1.21713

**Net charge**: 0
**Kohn-Sham gap**: 10.7 eV
**Strongest force on any atom**: 0.82 eV/Å
**Energy**: -15085.8554 eV
**SMILES**: CCO.S

---

Record 6
Entry from the OMol25 dataset: 2 unconnected molecules or ions with the total composition C2H8OS2 in a non-equilibrium geometry (wB97M-V/def2-TZVPD).

Cartesian coordinates (Å):
C: -3.13916 0.84832 -1.82741
O: -2.16424 1.00555 -0.82120
H: -3.67379 1.79265 -1.99850
H: -2.61166 0.58996 -2.74080
H: -3.80469 0.02088 -1.54947
H: -2.62496 1.31129 -0.04696
C: 1.35535 -1.84112 1.63030
S: 1.27803 -1.17673 -0.04803
S: 1.07244 1.02513 0.56814
H: 2.08862 -1.27467 2.20871
H: 1.68284 -2.86746 1.60047
H: 0.39072 -1.76402 2.10610
H: -0.06163 1.14670 -0.11440

**Net charge**: -1
**Kohn-Sham gap (spin up / spin down)**: 3.5 / 6.2 eV
**Multiplicity**: 2
**Strongest force on any atom**: 2.27 eV/Å
**Energy**: -25920.7960 eV

---

Table of energy above the lowest of the compared OMol25 structures with the same formula, charge and spin (kJ/mol), in record order: 138.5; 131.9; 21.7; 790.3; 60.1; 67.0